No. 1
Computed, not measured: C16H47B2Mn2O9 as an isolated structure in a non-equilibrium geometry, with ωB97M-V/def2-TZVPD.

```
76
Properties=species:S:1:pos:R:3:mulliken_charge:R:1
Mn 4.8823 -2.2997 20.4463 -0.543
Mn 5.6560 1.1168 19.6400 0.851
C 7.4229 -1.3224 22.9615 -1.018
C 7.3941 -0.5218 21.6540 -0.299
O 6.2877 -0.6902 20.8278 -0.248
H 7.8013 -2.3365 22.7788 0.017
H 6.4132 -1.4253 23.3675 0.050
H 8.0846 -0.8935 23.7149 0.500
H 8.3206 -0.7856 21.1106 0.089
H 7.4599 0.5464 21.8938 0.203
O 2.1589 2.9285 17.9954 -0.966
C 3.0906 2.5668 17.0580 -0.232
C 4.5571 3.0483 17.3448 -0.419
O 5.0640 2.9249 18.6447 -0.769
H 2.8737 2.9509 16.0380 0.344
H 3.1217 1.4549 17.0436 -0.255
H 4.5927 4.1132 17.0512 0.425
H 5.2296 2.4834 16.6596 -0.178
B 4.0968 -0.9727 18.8185 3.670
H 4.3815 0.1052 18.6005 -1.249
H 4.9699 -1.6943 18.6975 -0.808
H 3.6705 -0.9562 19.8706 -0.292
H 3.2317 -1.3149 18.1264 -0.334
B 4.0921 1.8872 21.3196 1.067
H 5.1220 2.3532 21.1226 -0.474
H 3.7266 1.4801 20.3162 -0.367
H 4.1857 1.1086 22.1881 -0.474
H 3.3658 2.7506 21.5777 -0.218
C 8.0708 3.1281 20.6512 -1.146
O 7.6431 2.0660 19.8264 0.312
C 8.3772 2.0169 18.6311 -0.924
C 8.1624 0.6497 17.9625 -0.697
O 6.7624 0.4139 17.9346 0.898
C 6.3298 0.1812 16.5973 -1.641
H 7.3870 3.2523 21.4895 0.274
H 8.0695 4.0784 20.1110 0.307
H 9.0678 2.9043 21.0501 0.345
H 9.4553 2.1949 18.7164 0.495
H 8.0041 2.7457 17.9019 0.337
H 8.6748 -0.1108 18.5628 0.154
H 8.6669 0.6892 16.9959 0.506
H 5.2566 0.0118 16.5837 0.076
H 6.8434 -0.6606 16.1155 0.434
H 6.5415 1.0460 15.9644 0.526
C 3.7771 -4.7857 18.6812 -1.050
O 3.6202 -3.8476 19.7222 0.306
C 2.4595 -4.0933 20.5198 -0.782
C 2.1065 -2.7539 21.1631 -0.812
O 3.2599 -2.1894 21.8126 0.451
C 2.8357 -1.2996 22.8407 -1.268
H 3.0657 -4.5919 17.8733 0.270
H 3.5743 -5.8070 19.0336 0.366
H 4.7855 -4.8149 18.2788 0.152
H 2.6808 -4.8823 21.2483 0.298
H 1.6496 -4.4716 19.8912 0.547
H 1.3454 -3.0268 21.9039 0.488
H 1.6703 -2.0212 20.4855 0.380
H 2.3170 -0.4042 22.4932 0.399
H 3.7604 -0.8502 23.2172 0.268
H 2.3543 -1.7615 23.7051 0.321
C 5.3854 -4.0370 23.1948 -1.214
O 5.7435 -3.7461 21.8512 0.566
C 6.5022 -4.7508 21.2263 -0.821
C 7.3729 -4.1619 20.1369 -0.769
O 6.5572 -3.3936 19.2802 0.371
C 7.2768 -2.9922 18.1107 -1.060
H 6.2960 -4.2797 23.7420 0.462
H 4.6706 -4.8672 23.2211 0.257
H 4.8527 -3.2054 23.6461 0.217
H 5.8535 -5.4964 20.7419 0.217
H 7.1193 -5.2904 21.9516 0.585
H 7.9256 -4.9646 19.6367 0.488
H 8.1425 -3.5466 20.6248 0.263
H 7.6071 -3.8454 17.5139 0.413
H 8.1225 -2.3590 18.3723 0.204
H 6.5305 -2.4396 17.5473 0.158
```

Computed properties:
Spin multiplicity: 11
Calculated total energy, a.u.: -3666.36820
Net charge: -1
Orbital gap (alpha / beta), eV: 1.85 / 1.85
HOMO energy (alpha / beta), eV: -0.4751 / -0.4750
<S²>: 30.01

No. 2
Computed, not measured: a 8-piece molecular cluster, C16H48N6O8 overall in a non-equilibrium geometry, with ωB97M-V/def2-TZVPD.

```
78
Properties=species:S:1:pos:R:3:mulliken_charge:R:1
C 1.3630 -0.1485 -1.4715 -0.603
O 0.1320 0.3435 -1.0595 -0.342
H 1.2640 -0.9985 -2.2255 0.222
H 1.8020 -0.5595 -0.5935 0.122
H 2.0310 0.5765 -1.9125 0.303
H 0.2030 0.8255 -0.2335 -0.195
C 3.6310 1.6975 1.4485 0.402
O 3.4030 1.6185 0.1525 -0.628
N 4.8200 1.8465 2.0015 -0.425
N 2.7540 1.7455 2.3695 -0.197
H 5.5820 1.8895 1.2755 0.292
H 5.1810 1.7745 2.9475 0.177
H 1.8430 1.4885 2.0945 0.125
H 2.9280 1.8145 3.4175 0.310
C -1.2630 1.0535 1.8655 -0.071
O -0.0130 0.9345 1.4415 0.282
N -2.1490 1.6495 1.1505 -0.002
N -1.6660 0.7055 3.0495 -0.339
H -2.0370 1.9215 0.1515 -0.165
H -3.0780 1.8225 1.4465 0.234
H -0.8610 0.3585 3.5605 0.391
H -2.5910 0.8265 3.5085 0.217
C -3.0030 2.0685 -2.1925 0.316
O -3.4320 0.9165 -2.8615 -0.702
N -3.7760 3.0805 -1.9905 -0.303
N -1.8910 2.2575 -1.5615 -0.131
H -4.7170 2.8855 -2.4345 0.294
H -3.5910 4.0555 -1.7355 0.189
H -1.1580 1.5515 -1.6415 0.197
H -1.5580 3.1865 -1.1775 0.110
C 0.7060 -4.8295 -2.1135 -0.906
C -0.5260 -5.7185 -1.8315 0.889
C -1.4610 -5.7955 -2.9505 -1.311
O -0.2600 -6.8225 -1.3045 -0.562
H 1.3830 -5.2855 -2.8145 0.460
H 1.3360 -4.6445 -1.2075 0.199
H 0.3710 -3.8405 -2.3975 0.009
H -1.0000 -5.1715 -0.9795 -0.104
H -1.8130 -4.7995 -3.1675 0.233
H -2.3770 -6.2765 -2.7185 0.387
H -1.0820 -6.3285 -3.8155 0.373
H 0.0590 -6.7575 -0.4185 0.400
C 0.9230 3.5755 -0.4805 -1.139
C 0.0430 4.8205 -0.4035 0.273
C 0.2260 5.7535 -1.6385 -1.684
O -1.1810 4.5975 -0.3715 -0.546
H 0.7630 2.9555 0.3875 -0.266
H 1.9740 3.7595 -0.4435 0.651
H 0.7840 3.0025 -1.3595 0.270
H 0.2730 5.3915 0.4525 0.740
H 0.0450 5.2895 -2.5845 0.336
H 1.2000 6.2435 -1.6185 0.405
H -0.4990 6.5035 -1.4675 0.460
H -1.4710 5.1245 0.3815 0.348
C -2.8050 -1.2445 -0.0345 -0.985
C -1.8920 -2.2055 -0.8005 0.559
C -1.8750 -1.9345 -2.3095 -1.001
O -0.6750 -2.1865 -0.5175 -0.364
H -2.6900 -0.1735 -0.3425 -0.042
H -2.6390 -1.2615 1.0575 0.232
H -3.8370 -1.5535 -0.2585 0.532
H -2.1710 -3.2385 -0.6325 0.325
H -2.6710 -2.4195 -2.8235 0.437
H -0.9230 -2.2405 -2.7555 0.119
H -1.9520 -0.8905 -2.5395 0.106
H -0.3720 -1.2605 -0.6665 0.168
C 1.5320 -1.4465 2.1385 -0.464
C 1.7010 -1.1525 3.6035 0.389
C 3.2280 -1.1305 3.9415 -1.651
O 1.0920 -0.1565 4.0605 -0.540
H 1.8670 -2.4385 2.0135 0.580
H 2.2030 -0.7685 1.5145 -0.135
H 0.5580 -1.4685 1.6385 -0.232
H 1.3040 -2.0525 4.0595 0.516
H 3.8200 -0.5525 3.2705 0.368
H 3.6710 -2.1195 3.8925 0.429
H 3.4410 -0.6785 4.8575 0.415
H 1.5190 0.6375 3.7095 0.244
```

Computed properties:
Calculated total energy, a.u.: -1568.70078
Orbital gap, eV: 8.25
HOMO energy, eV: -8.3788
Structure (SMILES): NC(N)=O.NC(N)=O.NC(N)=O.CC(C)O.CC(C)O.CC(C)O.CC(C)O.CO

No. 3
Computed, not measured: C16H48O12PRb5 as an isolated structure in a non-equilibrium geometry, with ωB97M-V/def2-TZVPD.

```
82
Properties=species:S:1:pos:R:3:mulliken_charge:R:1
Rb 0.1038 3.8637 -2.0285 1.188
Rb 2.1767 -2.5429 -0.1979 1.135
Rb 0.8654 1.8268 2.1097 1.043
Rb -0.4219 0.6403 -4.2090 1.099
Rb 2.9269 1.4564 -2.9773 1.392
P 0.4886 0.4248 -0.8822 -1.759
O 1.0135 -0.4942 -2.0256 -0.663
O 0.2328 -0.3416 0.4368 -0.124
O -0.8179 1.2080 -1.2622 -1.077
O 1.6070 1.5176 -0.6007 -0.451
C 1.9943 -2.0763 4.7270 -1.283
C 0.9076 -1.7478 3.7069 0.042
O 1.4497 -1.3208 2.5113 0.073
H 2.9452 -2.2559 4.2254 0.238
H 1.6848 -2.9251 5.3368 0.373
H 2.1998 -1.3189 5.4834 0.336
H 0.3870 -0.8600 4.0661 0.213
H 0.2313 -2.5587 3.4363 0.286
H 0.8290 -1.0811 1.8193 0.063
C -2.8151 4.7688 1.1881 -1.436
C -2.5774 3.5300 0.3548 -0.134
O -1.3587 2.9083 0.5857 -0.010
H -3.6916 5.2633 0.7693 0.386
H -1.9630 5.4413 1.2866 0.344
H -3.1426 4.4827 2.1876 0.316
H -2.6925 3.6202 -0.7253 0.381
H -3.3140 2.7740 0.6265 0.048
H -1.2905 2.1905 -0.0481 0.175
C -3.7635 -0.9085 3.0986 -1.269
C -3.0574 -0.1351 1.9351 0.354
O -1.6266 -0.1575 2.1674 0.065
H -4.7968 -0.5809 3.2130 0.416
H -3.2754 -0.8569 4.0718 0.365
H -3.8672 -1.9411 2.7652 0.328
H -3.2408 0.9363 2.0164 0.278
H -3.4402 -0.4766 0.9733 0.117
H -1.0774 -0.2165 1.3822 0.082
C 4.8341 -0.8487 1.9241 -0.987
C 4.5818 0.2429 0.8865 -0.028
O 3.7446 -0.1149 -0.1614 -0.367
H 5.4934 -0.4231 2.6806 0.393
H 5.2374 -1.7134 1.3972 0.293
H 3.8581 -1.1219 2.3253 0.004
H 5.5831 0.5437 0.5783 0.342
H 4.0735 1.0689 1.3838 0.168
H 2.9805 0.4660 -0.1831 0.342
C -4.9853 1.1680 -3.0147 -1.307
C -4.1551 0.5972 -1.7933 0.597
O -3.0665 -0.1461 -2.3104 -0.474
H -4.3852 1.7417 -3.7209 0.283
H -5.8478 1.7726 -2.7344 0.379
H -5.3842 0.3378 -3.5976 0.333
H -4.8064 -0.0718 -1.2308 0.282
H -3.8278 1.3048 -1.0316 -0.352
H -2.2937 0.2679 -1.9194 0.150
C -2.2797 -4.8956 -0.0064 -1.371
C -2.1479 -3.3014 -0.0836 0.452
O -0.7453 -3.0674 0.3103 -0.479
H -3.2774 -5.2325 -0.2878 0.393
H -2.1881 -5.2748 1.0114 0.349
H -1.5763 -5.4963 -0.5830 0.346
H -2.6807 -2.8481 0.7523 -0.281
H -2.4930 -2.8885 -1.0315 0.298
H -0.5968 -2.1333 0.1464 0.070
C 4.4964 5.3229 -0.0278 -1.193
C 3.7849 4.0947 -0.5086 0.106
O 2.8982 3.4550 0.4376 -0.431
H 3.8912 6.1529 -0.3923 0.293
H 5.4291 5.3250 -0.5918 0.343
H 4.6856 5.3493 1.0453 0.328
H 4.5939 3.4162 -0.7793 0.202
H 3.2465 4.3031 -1.4332 -0.006
H 2.4963 2.7184 -0.0288 0.347
C 1.6585 -4.2284 -4.9497 -1.226
C 0.7651 -3.3174 -4.1387 -0.024
O 1.4918 -2.7730 -3.1636 -0.377
H 1.7675 -5.0862 -4.2862 0.288
H 2.6689 -3.8598 -5.1265 0.288
H 1.2420 -4.6118 -5.8812 0.374
H -0.1238 -3.7492 -3.6788 0.325
H 0.3053 -2.6150 -4.8339 0.089
H 1.2405 -1.8871 -2.8922 0.513
```

Computed properties:
Spin multiplicity: 2
Calculated total energy, a.u.: -2002.36360
Net charge: +3
Orbital gap (alpha / beta), eV: 7.77 / 3.50
HOMO energy (alpha / beta), eV: -16.4734 / -16.4729
<S²>: 0.75